This record from OMol25 describes 15 unconnected molecules or ions with the total composition C43H116O43S14 at a distorted geometry. The level of theory is ωB97M-V/def2-TZVPD.

Element x y z (Å)
O 4.7903 -3.1137 1.4684
S 6.2158 -3.3339 1.3343
O 6.8101 -4.1799 0.2887
O 6.8494 -1.7921 1.1789
C 8.1237 -1.6389 0.6580
C 8.3135 -0.1572 0.3945
C 6.9060 -3.6976 3.0957
H 8.2785 -2.2871 -0.2046
H 8.8410 -1.9790 1.4049
H 8.2001 0.2772 1.3878
H 7.5308 0.1629 -0.2934
H 9.3103 0.0680 0.0154
H 7.9935 -3.7576 3.0508
H 6.5591 -4.6750 3.4311
H 6.5738 -2.9035 3.7643
O -3.7469 -3.5043 -4.1008
S -4.1103 -3.2741 -5.5275
O -5.4993 -3.5502 -5.9590
O -3.8079 -1.6971 -5.9594
C -2.7546 -1.0033 -5.3144
C -2.6332 0.4066 -6.0347
C -2.9101 -4.1499 -6.6310
H -1.7867 -1.4988 -5.3903
H -2.9739 -0.8287 -4.2611
H -1.9325 1.0501 -5.5027
H -3.6058 0.8925 -6.1132
H -2.2020 0.3111 -7.0312
H -1.8711 -4.0950 -6.3061
H -3.1351 -3.7258 -7.6096
H -3.3133 -5.1604 -6.5650
O -4.0882 -6.3871 5.1694
S -3.4893 -5.0710 5.0094
O -2.0469 -4.8360 4.9718
O -4.2089 -4.3856 3.6331
C -3.7734 -3.0744 3.3027
C -2.4824 -3.1908 2.4327
C -4.2170 -3.9574 6.2989
H -3.4788 -2.3815 4.0909
H -4.5125 -2.4791 2.7667
H -2.5662 -3.8115 1.5406
H -1.5780 -3.4010 3.0037
H -2.2843 -2.1999 2.0242
H -5.2676 -3.7424 6.1036
H -3.6187 -3.0466 6.2756
H -4.1023 -4.4269 7.2759
O -0.8620 -5.2030 -0.1116
S 0.4393 -4.6360 0.2729
O 0.6094 -3.2095 0.4014
O 0.7158 -5.2372 1.7759
C 1.7140 -4.5803 2.5592
C 1.0772 -3.6815 3.6145
C 1.8240 -5.4529 -0.6200
H 2.4730 -4.0047 2.0293
H 2.3182 -5.4005 2.9466
H 1.8584 -3.2693 4.2531
H 0.3756 -4.2480 4.2269
H 0.6577 -2.7711 3.1864
H 2.1318 -6.2442 0.0636
H 2.5421 -4.6421 -0.7421
H 1.5225 -5.9521 -1.5409
O -1.4895 -0.6979 5.2713
S -1.6132 0.6108 4.6408
O -0.5024 1.1618 3.8386
O -3.0686 0.6049 3.7483
C -3.3387 1.7228 2.9553
C -4.1474 1.1885 1.7261
C -2.0286 1.7873 5.9787
H -2.3961 2.0933 2.5525
H -3.8626 2.5447 3.4432
H -5.0955 0.6769 1.8916
H -3.4404 0.5602 1.1843
H -4.3037 1.9682 0.9806
H -1.1042 1.9124 6.5425
H -2.8700 1.4468 6.5822
H -2.2451 2.7607 5.5384
O 2.8864 2.6208 -1.9472
S 2.5614 3.2522 -0.6632
O 1.6420 2.6168 0.2693
O 4.0118 3.6390 0.1225
C 5.1567 2.8728 -0.2146
C 6.2719 3.2850 0.6861
C 1.9730 4.9834 -1.0061
H 5.4905 3.0157 -1.2423
H 4.9275 1.8187 -0.0581
H 7.1134 2.5971 0.7680
H 6.0045 3.3983 1.7367
H 6.6385 4.2988 0.5250
H 0.9773 4.9059 -1.4429
H 2.7940 5.3312 -1.6330
H 1.8110 5.4593 -0.0389
O -5.6040 4.6669 3.1365
S -4.6157 5.5854 2.5740
O -4.2470 6.7962 3.3210
O -3.2635 4.7812 2.1310
C -2.1452 5.5490 1.7569
C -1.2859 4.7342 0.7078
C -5.2552 6.0732 0.8161
H -1.6698 5.7543 2.7160
H -2.4439 6.5014 1.3189
H -0.4513 5.3281 0.3354
H -1.9555 4.4759 -0.1126
H -0.9315 3.8045 1.1529
H -5.0186 5.3035 0.0815
H -4.8043 7.0242 0.5324
H -6.3098 6.3319 0.9116
O 4.9570 1.8197 3.5955
S 4.5321 0.4558 3.9539
O 5.4986 -0.6732 4.0794
O 3.7014 0.6349 5.4246
C 2.9989 -0.4936 6.0411
C 1.5351 -0.1631 6.0935
C 3.1381 -0.0734 2.8331
H 3.3429 -0.5434 7.0742
H 3.3057 -1.3547 5.4474
H 1.1073 -0.3059 5.1012
H 1.3397 0.8223 6.5165
H 1.1566 -0.9453 6.7515
H 2.2133 0.5029 2.8631
H 2.9828 -1.1406 2.9913
H 3.5342 -0.0022 1.8201
O -5.1324 -6.2990 -0.7457
S -5.5883 -4.8938 -0.9372
O -6.5684 -4.3811 0.0001
O -4.2298 -3.9954 -1.1441
C -4.4932 -2.6025 -1.2077
C -3.1782 -1.9508 -1.0420
C -6.3396 -4.6390 -2.5920
H -5.1052 -2.2536 -0.3759
H -4.9760 -2.2992 -2.1367
H -2.6585 -2.3667 -0.1789
H -3.1995 -0.8786 -0.8469
H -2.5939 -2.1263 -1.9453
H -7.0553 -5.4410 -2.7727
H -5.6206 -4.9299 -3.3579
H -6.7708 -3.6393 -2.6457
O -1.5286 5.9552 -4.9984
S -1.9106 4.6446 -5.4652
O -1.6939 4.2488 -6.8618
O -1.2867 3.3787 -4.5187
C -1.3037 3.6300 -3.1074
C -0.5111 2.5207 -2.5916
C -3.7397 4.3256 -5.1015
H -2.3450 3.6304 -2.7854
H -0.8532 4.6165 -2.9973
H -0.8136 1.5895 -3.0707
H -0.7711 2.4645 -1.5345
H 0.5676 2.5533 -2.7451
H -4.2809 4.7987 -5.9208
H -4.0595 4.7117 -4.1336
H -3.8328 3.2401 -5.1343
O 3.5323 -4.3416 -3.1002
S 4.5395 -3.4618 -3.7324
O 4.5803 -3.2353 -5.1824
O 4.3766 -1.9544 -3.0357
C 4.2150 -1.8660 -1.5989
C 4.8294 -0.4689 -1.2036
C 6.2115 -3.8812 -3.0831
H 4.7807 -2.6006 -1.0258
H 3.1669 -2.0417 -1.3566
H 4.9060 -0.3990 -0.1185
H 4.1244 0.2985 -1.5231
H 5.7527 -0.3188 -1.7632
H 6.4257 -4.8381 -3.5591
H 6.1528 -3.8864 -1.9947
H 6.9453 -3.0950 -3.2607
O 3.0477 -1.7339 -6.7686
S 1.9312 -1.2119 -5.9640
O 0.6410 -0.8764 -6.5662
O 1.7275 -2.0312 -4.5333
C 0.7577 -1.6640 -3.6263
C -0.0009 -2.8768 -3.1594
C 2.5654 0.3150 -5.1634
H 0.0587 -0.9540 -4.0685
H 1.2647 -1.1855 -2.7884
H -0.7033 -3.2212 -3.9185
H -0.6194 -2.7147 -2.2766
H 0.6595 -3.7356 -3.0394
H 3.1002 1.0069 -5.8140
H 3.1381 0.0167 -4.2852
H 1.6567 0.8030 -4.8110
O 0.5894 5.7319 3.8632
S 1.9033 5.3417 3.4320
O 2.4582 5.8728 2.2083
O 2.9793 5.5911 4.7180
C 4.3858 5.6599 4.3763
C 5.1359 4.9874 5.5281
C 2.1308 3.5318 3.3919
H 4.4890 6.7434 4.4356
H 4.7168 5.4003 3.3707
H 4.8282 5.3790 6.4977
H 6.2203 5.0820 5.4707
H 4.9195 3.9317 5.6917
H 2.1860 3.1798 4.4220
H 2.9875 3.3258 2.7503
H 1.2131 3.2555 2.8727
O -5.8265 0.0919 -1.2621
S -5.1431 1.1890 -1.9461
O -3.7008 1.3834 -1.7075
O -5.3017 1.1185 -3.6390
C -6.5204 0.6776 -4.2225
C -6.6861 -0.8479 -4.1445
C -6.0649 2.7529 -1.5557
H -6.5098 1.0111 -5.2602
H -7.2816 1.2831 -3.7304
H -5.6892 -1.2849 -4.2018
H -7.3730 -1.2723 -4.8768
H -7.1451 -1.2280 -3.2319
H -7.1385 2.5645 -1.5569
H -5.7114 3.4427 -2.3221
H -5.7093 3.1243 -0.5946
C 0.0111 -0.1784 0.5660
O 1.2333 -0.4688 -0.0724
H 0.0922 -0.5852 1.5740
H -0.2286 0.8832 0.6251
H -0.6414 -0.7340 -0.1075
H 1.5087 -1.3233 0.2677

The value obtained for the HOMO energy is -9.91 eV. The calculated total energy is -10517.49904 Ha. For the frontier orbital gap, the calculation gives 9.595 eV.

Results of the Mulliken charge analysis, in e, for atoms 1 through 99: -0.229 0.663 -0.674 0.033 -0.458 -0.955 -0.906 0.350 0.349 0.276 0.097 0.425 0.405 0.433 0.186 -0.275 1.046 -0.640 -0.546 0.865 -1.485 -1.108 0.538 -0.383 0.057 0.358 0.475 0.242 0.402 0.457 -0.616 1.062 -0.496 -0.355 -0.207 0.346 -0.758 -0.141 0.469 0.126 0.013 -0.345 0.326 0.097 0.399 -0.758 1.410 -0.677 -0.495 -0.286 -0.390 -0.856 -0.017 0.646 0.374 0.273 -0.302 0.533 -0.078 0.376 -0.502 1.084 -0.371 -0.408 0.348 -0.695 -0.981 -0.006 0.308 0.504 -0.044 -0.214 0.275 0.383 0.295 -0.677 1.085 0.045 -0.205 1.163 -1.133 -0.239 0.304 -0.619 0.149 0.026 0.432 -0.415 0.457 0.063 -0.624 1.195 -0.612 -0.221 -0.730 0.061 -0.873 0.270 0.491

=====

This record from OMol25 describes 11 unconnected molecules or ions with the total composition C43H118N12O12 at a distorted geometry. The level of theory is ωB97M-V/def2-TZVPD.

Element x y z (Å)
C 7.9234 -20.3100 5.0462
C 8.1036 -19.0417 5.8696
C 9.5626 -18.7919 6.1953
O 10.1677 -19.9776 6.7231
C 11.5638 -19.8391 6.7848
N 7.4962 -17.8400 5.2741
H 8.4682 -20.2093 4.1077
H 6.8472 -20.3834 4.8767
H 8.2315 -21.1460 5.6708
H 7.5564 -19.1600 6.8120
H 9.8510 -18.0125 6.9088
H 10.0902 -18.5901 5.2523
H 11.8454 -19.0017 7.4415
H 11.9281 -19.5996 5.7822
H 12.0499 -20.7005 7.2403
H 8.1257 -17.2307 4.7667
H 6.7184 -18.1423 4.7060
C 9.5225 -10.1108 4.6329
C 8.2277 -10.9150 4.6532
C 7.0868 -9.9679 5.1525
O 6.0060 -10.7512 5.5548
C 4.9636 -9.9627 6.0840
N 8.0888 -11.5961 3.3400
H 9.3349 -9.2618 3.9667
H 10.3920 -10.6735 4.2963
H 9.7762 -9.6490 5.5883
H 8.1650 -11.6698 5.4448
H 6.8032 -9.2709 4.3478
H 7.5621 -9.2828 5.8655
H 4.0923 -10.5636 6.3332
H 4.6555 -9.2325 5.3253
H 5.3008 -9.3853 6.9509
H 7.0914 -11.7930 3.3016
H 8.3269 -10.8152 2.7336
C 10.2747 -11.8540 8.6091
C 9.6843 -10.5481 9.1100
C 10.4206 -9.6781 10.1384
O 11.0847 -10.4429 11.1766
C 10.0718 -10.9605 12.0299
N 9.1284 -9.6325 8.1033
H 11.3123 -11.7830 8.2662
H 9.7280 -12.3300 7.7964
H 10.3746 -12.5438 9.4497
H 8.7881 -10.8707 9.6545
H 9.8676 -8.8592 10.6050
H 11.2244 -9.1439 9.6195
H 10.6920 -11.4731 12.7700
H 9.3905 -11.7009 11.6005
H 9.4263 -10.2263 12.5220
H 8.1923 -9.9148 7.8278
H 8.9354 -8.7231 8.5110
C 13.4522 -16.0151 0.2879
C 11.9807 -16.4303 0.2581
C 11.3487 -16.5839 -1.1281
O 11.4432 -15.3459 -1.8458
C 10.5391 -14.3171 -1.4936
N 11.8855 -17.5992 1.1519
H 13.9233 -15.8982 1.2658
H 13.6001 -15.0543 -0.2138
H 14.0884 -16.7317 -0.2413
H 11.5072 -15.6554 0.8814
H 10.3364 -16.9876 -1.0874
H 12.0156 -17.1745 -1.7562
H 9.5339 -14.7134 -1.3212
H 10.5864 -13.6484 -2.3519
H 10.9080 -13.8279 -0.5859
H 12.1873 -17.3088 2.0764
H 10.8875 -17.6810 1.3597
C 5.8414 -11.1260 12.9603
C 5.2193 -11.0929 11.5449
C 6.1239 -11.8276 10.5140
O 5.3758 -12.1147 9.3812
C 6.1294 -12.6754 8.3306
N 3.9429 -11.8008 11.6291
H 6.0876 -12.0590 13.4647
H 5.4723 -10.3665 13.6506
H 6.8596 -10.7199 12.8140
H 5.0619 -10.0776 11.1786
H 6.6118 -12.7116 10.9488
H 6.9703 -11.1519 10.3319
H 6.4820 -13.6959 8.5280
H 7.0604 -12.1354 8.1266
H 5.5414 -12.7787 7.4207
H 4.1784 -12.7407 11.9476
H 3.5258 -11.4504 12.4904
C 7.4340 -16.5571 -0.2008
C 8.0519 -16.0028 1.0893
C 6.9652 -15.4544 1.9967
O 6.2167 -16.5362 2.5114
C 5.1217 -16.1063 3.2680
N 8.9679 -16.9549 1.7250
H 6.6751 -15.8874 -0.6031
H 6.8402 -17.4580 0.0133
H 8.1417 -16.9844 -0.9108
H 8.6189 -15.1489 0.6915
H 6.3681 -14.7871 1.3654
H 7.4168 -14.9796 2.8755
H 4.7217 -16.9644 3.8175
H 4.3159 -15.7012 2.6528
H 5.3871 -15.4800 4.1262
H 8.3033 -17.7338 1.7352
H 9.0411 -16.7045 2.7181
C 16.2273 -13.9563 2.4589
C 16.7044 -13.1587 1.2782
C 17.7210 -13.8235 0.3836
O 18.4242 -12.8320 -0.3283
C 19.5882 -13.3174 -0.9955
N 15.5698 -12.6305 0.4641
H 17.1025 -13.8883 3.1144
H 15.9769 -14.9930 2.2301
H 15.3980 -13.4862 2.9869
H 17.1840 -12.2390 1.6403
H 17.3347 -14.6665 -0.1994
H 18.4470 -14.3173 1.0505
H 20.2147 -13.6953 -0.1802
H 20.0070 -12.4238 -1.4495
H 19.3913 -14.1234 -1.7040
H 15.0768 -11.9399 1.0212
H 16.1318 -12.0784 -0.1865
C 1.0785 -16.1793 6.5844
C 1.8481 -15.5226 7.7188
C 2.6575 -14.2502 7.4469
O 3.6666 -14.5224 6.4724
C 4.6735 -15.4291 6.8492
N 0.9317 -15.4582 8.8818
H 0.5688 -17.0751 6.9530
H 1.7479 -16.5720 5.8195
H 0.2236 -15.5805 6.2634
H 2.5342 -16.3107 8.0612
H 3.1039 -13.8134 8.3424
H 2.0178 -13.5440 6.9177
H 5.5816 -15.2970 6.2622
H 4.3385 -16.4603 6.7040
H 5.0227 -15.3957 7.8873
H 0.5358 -16.3709 9.0748
H 1.5140 -15.3295 9.7072
C 8.6526 -14.6893 6.2668
C 9.4920 -14.5157 5.0090
C 10.8557 -13.8675 5.3693
O 11.8984 -14.1520 4.4589
C 12.0818 -13.3243 3.3319
N 9.8472 -15.8497 4.4562
H 7.6303 -14.9820 6.0123
H 8.4326 -13.7341 6.7543
H 9.0355 -15.4623 6.9319
H 9.0121 -13.9429 4.2139
H 11.2054 -14.3658 6.2787
H 10.7573 -12.8112 5.6424
H 11.1943 -13.4424 2.6963
H 12.8886 -13.6189 2.6591
H 12.2138 -12.2578 3.5317
H 10.4069 -16.4669 5.0333
H 10.4240 -15.4763 3.7091
C 6.8072 -19.8239 10.5942
O 6.5167 -18.7686 9.7209
C 7.3574 -17.6168 9.7606
C 8.8094 -17.9294 9.5480
N 9.6468 -18.1284 10.7232
C 11.0067 -18.5422 10.3653
C 11.9498 -17.3652 10.0659
O 12.6259 -16.7415 11.1585
C 11.7991 -15.9888 11.9955
H 7.8585 -20.1053 10.6824
H 6.3801 -20.6993 10.0921
H 6.2967 -19.7257 11.5567
H 7.0276 -16.9812 10.5916
H 7.0034 -17.0775 8.8759
H 9.1756 -17.1144 8.9038
H 8.9104 -18.8406 8.9552
H 9.6324 -17.4157 11.4333
H 11.0154 -19.2258 9.5181
H 11.4710 -19.1079 11.1778
H 11.3699 -16.5906 9.5364
H 12.6277 -17.5011 9.2184
H 12.5114 -15.6138 12.7357
H 11.1351 -16.6722 12.5412
H 11.2296 -15.1482 11.5863
C 13.7786 -17.4283 4.3824
O 12.6784 -17.8996 4.0911
N 13.9482 -16.3446 5.2152
N 14.9383 -17.8396 3.7977
H 14.8195 -15.9159 4.9588
H 13.1459 -15.7316 5.1402
H 15.0181 -18.5894 3.1353
H 15.7863 -17.4259 4.1347

The value obtained for the HOMO energy is -8.16 eV. The calculated total energy is -3268.74710 Ha. For the frontier orbital gap, the calculation gives 8.475 eV. The energy above the lowest of the compared OMol25 structures with the same formula, charge and spin comes out at 0.5 kcal per mole.

Results of the Mulliken charge analysis, in e, for atoms 1 through 99: -1.685 0.200 -0.482 -0.489 -0.466 0.593 0.259 0.526 0.383 0.040 0.304 0.720 -0.071 0.261 0.342 -0.559 0.133 -1.575 1.735 -1.257 -0.092 -0.916 -0.448 0.573 0.154 0.321 -0.732 0.380 0.477 0.199 0.371 0.340 0.255 0.384 -0.565 2.620 -1.346 -0.377 -0.708 -0.404 0.462 -0.160 0.180 -1.554 0.478 0.464 0.343 0.142 0.341 0.032 0.294 -1.569 2.150 -0.735 -0.423 -0.296 -0.881 0.012 0.401 0.412 -0.568 0.072 0.368 0.115 0.306 0.113 -0.050 0.557 -1.082 0.129 -0.356 -0.355 -0.261 -0.676 0.366 0.406 0.068 0.301 0.359 -0.198 0.189 -0.141 0.317 0.274 0.310 -1.775 0.467 -0.142 -0.334 -0.942 0.063 0.438 0.445 0.359 -0.049 0.528 -0.275 0.333 0.455